1.
Below is an isolated molecule of C3H4FNO2 at a distorted geometry, with properties calculated with the ωB97M-V functional and the def2-TZVPD basis.

DFT total energy   -421.67251 Ha
Gap between HOMO and LUMO   0.384 hartree
Molar mass   105.07 g/mol
SMILES   O=C(/C=N/O)CF

Each line ends with the Mulliken charge.
Cartesian coordinates (Å):
C: -0.86938 0.51602 0.14428  0.01
C: 0.61368 0.47775 -0.06203  0.44
C: 1.21276 -0.96282 -0.13494  -0.32
H: -3.57863 -0.90201 -0.14507  0.34
H: -1.57512 1.50084 0.54637  0.29
H: 1.01766 -1.29464 0.98990  0.23
H: 1.03576 -1.68114 -0.80836  0.39
N: -1.57674 -0.48806 -0.18899  -0.23
O: -2.95388 -0.15903 0.09364  -0.42
O: 1.18474 1.53793 -0.14121  -0.47
F: 2.50536 -0.60261 0.15964  -0.26

2.
Below is a structure of composition C34H51BrN2P2Pb at a distorted geometry, with properties calculated with the ωB97M-V functional and the def2-TZVPD basis.

Net charge   +2
DFT total energy   -4884.57824 Ha
Gap between HOMO and LUMO   0.216 hartree
Molar mass   836.85 g/mol

Each line ends with the Mulliken charge.
Cartesian coordinates (Å):
C: 2.04370 4.11153 -1.10547  -0.37
C: 0.98876 3.69768 -1.95874  0.94
C: 1.29748 3.45536 -3.31076  -0.29
C: 2.62397 3.58329 -3.73264  -0.54
N: 3.62109 3.86905 -2.90001  -0.54
C: 3.33585 4.19226 -1.63986  -0.42
C: -0.35290 3.47261 -1.49938  -0.29
C: -1.47079 3.23298 -1.01398  -0.82
C: -2.61868 2.82094 -0.26326  0.02
C: -2.87240 1.44512 -0.05595  0.58
C: -3.86654 1.00481 0.81755  -0.58
C: -4.58732 1.96070 1.53956  -0.40
C: -4.47261 3.32090 1.23949  -0.61
C: -3.46298 3.75435 0.36867  -0.71
Pb: -0.65433 -0.51620 1.50074  1.19
P: 1.88223 -0.64544 -0.25138  0.32
H: 0.53807 3.14358 -4.02510  0.48
H: 1.89659 4.34732 -0.05264  0.54
H: 2.87542 3.41869 -4.78159  0.40
H: 4.16897 4.51839 -1.01484  0.40
H: -3.31390 4.82238 0.19393  0.55
H: -2.28186 0.71298 -0.61297  0.30
H: -5.17773 4.01907 1.69100  0.44
H: -4.05479 -0.06260 0.94817  1.00
C: 2.67971 -2.32239 -0.22640  -0.56
C: 3.79232 -2.61745 -1.22565  -1.55
H: 1.84489 -3.01687 -0.41074  0.59
H: 3.03112 -2.51595 0.79988  0.41
H: 4.06255 -3.67614 -1.14334  0.49
H: 3.47525 -2.45102 -2.26054  0.30
H: 4.70895 -2.04622 -1.03603  0.27
C: 1.86458 -0.18787 -2.06140  0.45
C: 3.18038 0.22190 -2.71713  -1.45
H: 1.15745 0.65631 -2.11333  -0.03
H: 1.39836 -1.01517 -2.62652  0.07
H: 3.03830 0.30057 -3.80359  0.45
H: 3.50799 1.21137 -2.37712  0.12
H: 3.99310 -0.49502 -2.56351  0.30
C: 3.12420 0.49235 0.51509  0.15
C: 4.59377 0.12378 0.35253  -1.48
H: 2.87028 0.50266 1.58910  0.35
H: 2.93595 1.51427 0.14281  0.04
H: 5.21030 0.90449 0.81014  0.47
H: 4.83507 -0.81738 0.85879  0.34
H: 4.90577 0.05863 -0.69546  0.21
Br: -5.88266 1.46028 2.89696  -0.09
P: -1.57534 -1.97504 -1.61026  0.79
C: -0.59588 -2.79585 -2.96201  -0.61
C: -1.18793 -4.06331 -3.56903  -1.34
H: 0.38080 -3.03028 -2.50142  0.31
H: -0.40860 -2.05947 -3.75982  0.46
H: -0.42942 -4.54050 -4.20041  0.44
H: -1.48122 -4.79829 -2.81312  0.25
H: -2.05409 -3.86156 -4.21218  0.24
C: -2.79278 -3.27722 -1.08240  -0.74
C: -4.09578 -3.37401 -1.86244  -1.29
H: -3.02531 -3.03251 -0.03319  0.34
H: -2.28648 -4.25286 -1.06928  0.53
H: -4.78139 -4.04365 -1.33254  0.45
H: -4.60544 -2.40767 -1.94819  0.27
H: -3.96716 -3.79030 -2.87043  0.19
C: -2.61660 -0.76735 -2.56629  -0.75
C: -2.97882 -1.14372 -3.99378  -1.43
H: -2.02817 0.16440 -2.57424  0.52
H: -3.53025 -0.55255 -1.99396  0.39
H: -3.51300 -0.30624 -4.45713  0.44
H: -2.09934 -1.34017 -4.61212  0.29
H: -3.64337 -2.01155 -4.04360  0.22
C: -2.24872 -1.83067 5.36764  -0.78
N: -2.49662 -0.88226 4.24946  0.25
C: -3.94918 -0.73694 4.03620  0.17
C: -1.75875 0.46673 4.40557  -0.89
C: -0.28508 0.17480 4.53324  0.10
C: 0.36112 0.31711 5.77515  -0.54
C: 1.62742 -0.24286 5.98521  -0.63
C: 2.24621 -0.96317 4.96357  -0.62
C: 1.62110 -1.06223 3.69506  -0.48
C: 0.39803 -0.42158 3.45252  0.43
H: -2.49125 -1.32457 6.31416  0.38
H: -1.20451 -2.16021 5.33992  0.30
H: -2.92417 -2.68478 5.20483  0.38
H: -2.10837 -1.34205 3.39901  0.07
H: -4.39633 -0.31453 4.94225  0.53
H: -4.11648 -0.05964 3.20251  -0.99
H: -4.37124 -1.71880 3.80290  0.38
H: -2.05737 1.07864 3.53352  0.20
H: -2.20559 0.90845 5.30974  0.61
H: -0.16920 0.81860 6.58593  0.43
H: 2.10256 -0.13761 6.96517  0.42
H: 3.20712 -1.45088 5.16022  0.44
H: 2.11198 -1.66661 2.91996  0.43

3.
Below is the ion C3H5N2 with charge +1 at a distorted geometry, with properties calculated with the ωB97M-V functional and the def2-TZVPD basis.

Net charge   +1
DFT total energy   -226.33858 Ha
Gap between HOMO and LUMO   0.253 hartree
Molar mass   69.09 g/mol

Each line ends with the Mulliken charge.
Cartesian coordinates (Å):
C: 0.70811 -0.01412 -0.84163  -0.05
C: -1.10683 0.02499 0.49299  -0.10
N: -0.90841 0.48016 1.62134  -0.47
C: -0.12743 -0.91535 -0.12878  0.12
N: 1.98306 0.09363 -1.02325  -0.33
H: 0.22508 0.62680 -1.60749  0.37
H: -1.94735 0.22933 -0.18729  0.42
H: -1.49488 1.27927 1.85411  0.32
H: 0.20961 -1.94625 -0.06967  0.38
H: 2.45904 0.14154 -0.11033  0.33